1.
{"formula": "C6H13BaClInN2O2", "method": "the ωB97M-V functional and the def2-TZVPD basis", "multiplicity": 1, "homo_lumo_gap_ev": 4.9412, "lumo_energy_ev": -5.71, "charge": 1, "homo_ev": -10.65, "species": ["C", "N", "C", "In", "Cl", "N", "C", "C", "O", "C", "C", "O", "H", "H", "H", "H", "H", "H", "H", "H", "H", "H", "H", "H", "H", "Ba"], "positions_angstrom": [[-2.0085, 1.9963, -0.2567], [-1.5388, 2.3379, -1.6041], [-1.0471, 1.1704, -2.3243], [0.9364, 0.4731, -1.6567], [2.4336, 2.2097, -0.8687], [0.8551, -1.0177, -0.0328], [2.2094, -1.3290, 0.5319], [2.7716, -0.8050, 1.9025], [2.9077, -2.0214, -0.1353], [-0.1996, -0.7003, 1.0030], [-1.5265, -1.7244, 1.0871], [-0.1991, 0.1945, 1.7264], [-2.9325, 2.5032, -0.0251], [-1.2694, 2.3359, 0.4621], [-2.1671, 0.9210, -0.1735], [-2.3534, 2.7072, -2.0801], [-0.8860, 1.4726, -3.3482], [-1.8006, 0.3779, -2.3544], [1.7198, -0.3338, -3.0078], [2.0400, -0.6057, 2.7098], [3.4169, 0.0353, 1.7051], [3.4225, -1.5828, 2.2770], [-1.6868, -2.2191, 0.0925], [-1.3857, -2.5413, 1.8591], [-2.3813, -1.1277, 1.3322], [0.6695, -2.7268, 1.1790]], "forces_ev_per_a": [[0.7, 0.5, -0.5], [-0.8, -0.1, 0.4], [0.0, 0.3, 0.8], [0.2, 1.5, -2.4], [-0.4, -0.7, 0.3], [0.3, 2.5, 0.9], [3.3, 5.9, -1.5], [-1.3, -1.0, 0.0], [0.2, -0.6, -0.6], [-2.1, 1.2, -3.0], [0.0, 0.1, -0.8], [0.3, 2.6, 2.2], [-0.3, 0.1, 0.1], [0.2, -0.2, 0.4], [-0.2, -0.3, 0.2], [0.2, 0.1, -0.3], [0.4, -0.1, -0.4], [-0.1, -0.4, 0.0], [0.0, -0.2, 0.5], [0.2, 0.4, -0.6], [-0.2, 0.7, -0.2], [0.3, -0.4, -0.1], [0.0, 0.4, 0.7], [-1.5, 1.4, -0.4], [-0.3, 0.4, 0.1], [0.8, -14.2, 4.4]]}

=====

2.
{"formula": "C10H13O2", "method": "the ωB97M-V functional and the def2-TZVPD basis", "de_lowest_kcal_mol": 19.9, "multiplicity": 1, "homo_lumo_gap_ev": 6.9710, "lumo_energy_ev": 3.30, "charge": -1, "homo_ev": -3.67, "species": ["C", "C", "C", "O", "O", "H", "H", "H", "H", "H", "C", "C", "C", "C", "C", "C", "C", "H", "H", "H", "H", "H", "H", "H", "H"], "positions_angstrom": [[1.2336, -1.2799, -2.4602], [1.4743, -0.8166, -0.9890], [0.1467, -0.3150, -3.1204], [0.6711, 0.7543, -3.4856], [-0.9996, -0.7889, -3.1914], [2.1679, -1.1303, -2.9989], [0.8908, -2.3181, -2.4709], [1.0756, 0.1880, -1.0556], [2.5170, -0.7371, -0.6760], [0.9320, -1.3055, -0.1938], [0.1191, -1.3000, 2.3166], [-1.4427, -0.1435, 0.6766], [-0.3940, -0.0990, 1.5716], [-2.0681, 1.0311, 0.2801], [0.2224, 1.1193, 1.8637], [-1.5278, 2.2600, 0.6294], [-0.3556, 2.2785, 1.3788], [-1.9273, -1.0671, 0.3827], [-2.8004, 1.0266, -0.5191], [0.8408, -1.0857, 3.1062], [0.6168, -2.0461, 1.6948], [1.0333, 1.1236, 2.5777], [-1.8118, 3.1779, 0.1310], [0.0718, 3.2367, 1.6599], [-0.6857, -1.7633, 2.8918]], "forces_ev_per_a": [[-0.3, 0.0, 0.9], [-0.1, 0.7, -0.9], [1.7, -1.5, 0.3], [-0.8, 0.6, -0.2], [-0.6, 0.5, -0.1], [0.0, -0.3, -0.2], [0.2, 0.0, -0.3], [0.2, 0.5, 0.7], [0.1, -0.2, -0.2], [-0.2, -0.5, -0.3], [0.0, -0.7, 0.4], [-1.3, 0.1, 0.5], [1.1, 0.0, 0.8], [0.7, 0.4, -1.1], [-1.2, -0.2, 0.0], [1.0, -0.2, -0.3], [0.0, 0.7, 0.5], [0.4, -0.2, 0.0], [-0.3, -0.3, 0.3], [0.2, 0.6, -0.2], [-0.3, -0.1, -0.1], [0.2, 0.2, -0.1], [-0.5, 0.0, 0.3], [0.1, 0.0, -0.2], [-0.2, -0.3, -0.4]]}

=====

3.
{"formula": "C21H37BClCoN8O12P3", "method": "the ωB97M-V functional and the def2-TZVPD basis", "de_lowest_kcal_mol": 9.6, "multiplicity": 4, "homo_lumo_gap_ev": [7.4530, 7.7226], "lumo_energy_ev": [3.89, 3.89], "charge": -2, "homo_ev": [-3.57, -3.83], "species": ["Co", "B", "N", "C", "C", "C", "N", "N", "C", "C", "C", "N", "H", "H", "H", "H", "H", "H", "H", "H", "C", "C", "O", "P", "O", "O", "O", "P", "O", "O", "O", "H", "H", "H", "H", "H", "H", "H", "C", "N", "C", "P", "O", "N", "C", "C", "N", "C", "C", "H", "H", "H", "H", "H", "H", "H", "H", "H", "H", "H", "H", "H", "H", "H", "H", "H", "H", "N", "C", "C", "C", "C", "C", "C", "C", "H", "H", "H", "H", "O", "Cl", "O", "O", "O"], "positions_angstrom": [[-0.0399, -0.1758, -0.2338], [-2.7436, 0.5116, 1.6458], [-1.6081, 1.5684, 1.6790], [-1.6677, 2.7918, 2.2180], [-0.4526, 3.4238, 2.0173], [0.3016, 2.4895, 1.3084], [-0.4022, 1.3779, 1.1241], [-3.0298, 0.1929, 0.1460], [-4.2221, 0.1859, -0.4651], [-4.0238, -0.0197, -1.8195], [-2.6363, -0.1171, -1.9503], [-2.0603, -0.0024, -0.7558], [-2.4112, -0.4829, 2.2334], [-3.7366, 1.0030, 2.1268], [-2.5648, 3.1474, 2.6947], [-0.1625, 4.4111, 2.3325], [1.2972, 2.5855, 0.9088], [-5.1289, 0.3305, 0.0967], [-4.7721, -0.0689, -2.5909], [-2.0357, -0.1762, -2.8441], [-3.0593, -3.5353, 0.5731], [-1.6907, -4.0600, 0.1943], [-1.5375, -5.4541, 0.4898], [-0.3478, -3.2033, 1.1251], [1.0198, -3.7392, 0.4978], [-0.3680, -3.9819, 2.5315], [-0.4142, -1.7453, 1.3575], [-1.2253, -3.8113, -1.5967], [-2.6280, -3.5537, -2.3561], [-0.6649, -5.1238, -2.0177], [-0.3700, -2.5757, -1.6237], [-3.2378, -3.6771, 1.6415], [-3.8209, -4.0621, -0.0007], [-3.1063, -2.4676, 0.3508], [-1.1309, -5.8166, -0.3278], [1.0565, -3.3014, -0.3889], [-0.5931, -4.9083, 2.3319], [-2.8233, -2.6000, -2.3331], [5.2850, -1.4054, 1.9150], [4.0980, -1.3922, 2.7522], [3.4723, -2.7185, 2.8238], [2.9293, -0.1961, 2.4311], [2.0286, -0.4644, 1.3092], [2.1638, -0.1535, 3.9088], [2.8151, -0.2040, 5.1947], [0.7481, 0.1883, 3.9598], [3.8028, 1.2036, 2.1855], [4.6369, 1.8234, 3.1839], [3.9031, 1.7755, 0.8525], [5.0898, -1.8091, 0.9131], [6.0476, -2.0292, 2.3920], [5.6839, -0.3970, 1.8087], [3.3533, -3.1673, 1.8326], [2.4779, -2.6264, 3.2585], [4.0832, -3.3789, 3.4477], [3.8257, -0.5940, 5.0866], [2.2585, -0.8755, 5.8591], [2.8517, 0.7824, 5.6784], [0.3182, 0.0894, 2.9671], [0.5918, 1.2111, 4.3228], [0.2251, -0.5059, 4.6252], [4.5403, 1.2996, 4.1310], [4.3450, 2.8699, 3.3297], [5.6939, 1.8097, 2.8844], [3.2259, 1.2476, 0.1836], [4.9263, 1.6968, 0.4624], [3.6235, 2.8343, 0.8697], [5.5877, 0.8358, -5.0413], [4.7135, 0.6742, -4.3058], [3.6363, 0.4744, -3.3998], [2.5028, 1.2920, -3.4431], [1.4762, 1.1084, -2.5306], [1.5014, 0.0982, -1.5530], [2.6319, -0.7391, -1.5785], [3.6849, -0.5567, -2.4546], [2.4398, 2.0636, -4.2020], [0.6223, 1.7723, -2.5807], [2.7024, -1.5618, -0.8742], [4.5531, -1.2072, -2.4256], [-3.1694, 3.6966, -2.0052], [-1.7977, 3.4159, -2.3449], [-1.7512, 2.5515, -3.4966], [-1.1221, 4.6546, -2.6579], [-1.1427, 2.7832, -1.2323]], "forces_ev_per_a": [[-0.1, -0.1, 0.6], [0.1, -0.2, 0.0], [-0.2, 0.3, 0.1], [0.2, 0.1, 0.0], [0.0, 0.0, 0.1], [-0.1, 0.0, 0.2], [0.3, 0.0, -0.1], [-0.3, 0.1, 0.0], [0.1, -0.1, -0.1], [0.0, -0.1, 0.0], [-0.1, 0.0, 0.0], [0.2, -0.4, -0.3], [0.0, -0.1, 0.0], [-0.1, 0.1, 0.0], [-0.1, -0.1, 0.0], [0.0, 0.0, -0.1], [0.0, -0.1, 0.0], [0.0, 0.1, 0.0], [0.0, 0.1, 0.0], [0.1, -0.1, 0.1], [0.2, 0.0, 0.1], [0.5, 0.3, -0.3], [-0.2, 0.0, 0.2], [0.0, -0.5, 0.5], [-0.2, 0.5, -0.4], [0.0, -0.1, -0.1], [-0.1, 0.1, -0.6], [0.1, 0.1, -0.1], [0.1, 0.4, 0.0], [-0.2, -0.3, 0.0], [0.0, 0.1, 0.2], [-0.1, 0.0, 0.0], [0.0, 0.0, 0.0], [-0.1, 0.0, 0.0], [0.0, 0.0, 0.0], [0.1, -0.3, 0.1], [0.0, 0.1, 0.0], [0.0, -0.1, 0.0], [0.1, 0.0, 0.0], [-0.5, 0.3, -0.4], [0.1, 0.0, 0.1], [0.8, 0.0, 1.0], [-0.1, 0.0, -0.2], [0.0, 0.0, -0.3], [0.0, -0.1, 0.0], [-0.1, 0.0, -0.1], [-0.2, -0.2, -0.2], [-0.1, 0.0, 0.0], [0.0, 0.0, 0.0], [0.0, 0.0, 0.0], [0.0, 0.0, 0.0], [0.0, 0.0, 0.0], [0.0, 0.0, 0.0], [0.0, -0.1, 0.1], [0.0, 0.0, 0.0], [0.0, 0.0, 0.0], [0.0, 0.0, 0.0], [0.0, 0.0, 0.0], [-0.1, 0.0, 0.1], [0.0, 0.0, 0.0], [0.0, 0.0, 0.0], [0.1, 0.1, 0.1], [0.0, 0.0, 0.0], [0.0, 0.0, 0.0], [0.0, 0.0, -0.1], [0.0, 0.0, 0.0], [0.0, 0.0, 0.0], [-0.1, 0.0, 0.1], [0.4, 0.1, -0.4], [-0.5, -0.1, 0.4], [0.2, 0.0, -0.1], [0.0, 0.0, 0.1], [-0.2, -0.1, -0.2], [-0.1, 0.0, 0.0], [0.1, 0.0, -0.1], [0.0, 0.0, 0.1], [0.0, 0.0, 0.0], [0.0, 0.0, 0.1], [0.0, 0.0, 0.0], [-0.3, 0.0, 0.1], [-0.2, 0.5, -0.1], [0.0, -0.3, -0.3], [0.1, 0.2, 0.0], [0.2, -0.2, 0.2]]}

=====

4.
{"formula": "C4H6O2", "method": "the ωB97M-V functional and the def2-TZVPD basis", "de_lowest_kcal_mol": 129.7, "multiplicity": 1, "homo_lumo_gap_ev": [8.0071, 8.0056], "lumo_energy_ev": [0.11, 0.11], "homo_ev": [-7.90, -7.90], "species": ["O", "C", "C", "C", "C", "O", "H", "H", "H", "H", "H", "H"], "positions_angstrom": [[-1.5956, -0.4503, -0.1734], [-0.3685, 0.1062, -0.4802], [0.9406, -0.6922, -0.8436], [0.8455, 0.0906, 0.3828], [-0.3655, 1.2306, -1.2828], [-0.2214, 2.2001, -1.8916], [-1.5891, -0.5316, 0.7937], [1.5136, -0.4032, -1.7329], [0.7026, -1.7566, -0.8107], [1.4234, 1.0061, 0.4979], [-0.4286, -0.3713, 2.6162], [-0.9543, -0.4509, 3.1442]], "forces_ev_per_a": [[0.0, 0.0, 0.2], [0.0, 0.2, -0.2], [0.1, -0.2, -0.1], [0.1, 0.1, 0.0], [0.3, 0.9, -0.5], [-0.2, -1.0, 0.6], [0.0, 0.0, -0.1], [-0.1, 0.0, 0.1], [0.0, 0.2, 0.0], [-0.1, -0.1, -0.1], [-0.1, 0.0, 0.1], [0.0, 0.0, 0.0]]}

=====

Number 1: molecular weight 432.78 Da. Number 2: molecular weight 165.21 Da. Number 3: molecular weight 791.69 Da. Number 4: molecular weight 86.09 Da.